No. 1
C4H7NO | wB97M-V/def2-TZVPD

Computed properties:
Highest occupied orbital energy: -9.11 eV
Electronic energy: -7794.1256 eV
Gap between HOMO and LUMO: 8.90 eV

Each line ends with the Mulliken charge.
Element x y z (Å)
1 C 2.14738 0.27426 0.99984  -0.72
2 C 0.32292 -0.35680 -0.46610  -0.21
3 C -1.00773 -1.08373 -0.15059  -0.40
4 N -1.62960 0.23902 -0.15156  -0.11
5 C -0.47552 0.94449 -0.36001  0.37
6 O -0.21503 2.11858 -0.40964  -0.60
7 H 2.43130 0.93767 0.15756  0.22
8 H 1.43794 0.91653 1.55919  0.18
9 H 1.13884 -0.55111 0.31273  0.19
10 H 0.77060 -0.56850 -1.43738  0.38
11 H -1.07235 -1.61323 0.80792  0.27
12 H -1.35232 -1.74210 -0.95376  0.24
13 H -2.56131 0.55250 0.07244  0.18

No. 2
C4H7NO | wB97M-V/def2-TZVPD

Computed properties:
SMILES string: NC[C@@H]1CC1=O
Highest occupied orbital energy: -8.64 eV
Electronic energy: -7796.6161 eV
Gap between HOMO and LUMO: 9.57 eV

Each line ends with the Mulliken charge.
Element x y z (Å)
1 N -1.22584 -0.10660 0.75311  -0.47
2 C -0.56069 -1.01657 -0.17545  -0.43
3 C 0.46130 -0.12566 -0.87060  -0.22
4 C 1.28784 0.62144 0.20209  -0.79
5 C 0.06726 1.23494 -0.43920  0.69
6 O -0.48862 2.25884 -0.72515  -0.57
7 H -0.77173 0.03692 1.63934  0.17
8 H -2.23015 -0.10857 0.80233  0.17
9 H -0.11763 -1.88417 0.33650  0.24
10 H -1.29088 -1.38143 -0.90309  0.36
11 H 0.87741 -0.37532 -1.84342  0.38
12 H 1.44580 0.07073 1.13282  0.21
13 H 2.17828 1.16334 -0.09874  0.27

No. 3
C4H7NO | wB97M-V/def2-TZVPD

Computed properties:
SMILES string: C=C(C)O.C#N
Highest occupied orbital energy: -8.87 eV
Electronic energy: -7797.6164 eV
Gap between HOMO and LUMO: 9.72 eV

Each line ends with the Mulliken charge.
Element x y z (Å)
1 C 1.36516 1.20457 -0.58492  -1.03
2 C 0.72320 0.25938 0.08515  0.92
3 C 0.90476 -1.20977 -0.15331  -1.09
4 O -0.17243 0.52389 1.08158  -0.46
5 H 1.21106 2.25133 -0.38571  0.24
6 H 2.07114 0.95964 -1.35275  0.26
7 H 1.80137 -1.56953 0.34961  0.28
8 H 0.04752 -1.74942 0.24116  0.28
9 H 1.00050 -1.40998 -1.21654  0.32
10 H -0.27622 1.48309 1.17014  0.27
11 C -2.89455 -0.25653 0.28068  0.08
12 N -2.93311 0.25135 -0.73668  -0.36
13 H -2.84842 -0.73801 1.22159  0.29

No. 4
C4H7NO | wB97M-V/def2-TZVPD

Computed properties:
SMILES string: O=CC[C@H]1CN1
Highest occupied orbital energy: -9.83 eV
Electronic energy: -7797.5094 eV
Gap between HOMO and LUMO: 10.89 eV

Each line ends with the Mulliken charge.
Element x y z (Å)
1 O 1.82939 1.40434 1.14199  -0.47
2 C 1.74969 0.85511 0.06943  0.06
3 C 1.01011 -0.45124 -0.09205  -0.62
4 C -0.40361 -0.32327 0.44260  -0.03
5 C -1.43915 0.34190 -0.37813  -0.41
6 N -1.38558 -1.11631 -0.28280  -0.59
7 H 2.16963 1.33346 -0.84407  0.33
8 H 1.54247 -1.24038 0.45671  0.28
9 H 0.95556 -0.73759 -1.14613  0.31
10 H -0.50046 -0.22058 1.52372  0.39
11 H -1.16895 0.75454 -1.34849  0.22
12 H -2.24443 0.86940 0.12846  0.28
13 H -2.11466 -1.46939 0.32876  0.25

No. 5
C4H7NO | wB97M-V/def2-TZVPD

Computed properties:
SMILES string: CCCC1=NO1
Highest occupied orbital energy: -9.71 eV
Electronic energy: -7795.8032 eV
Gap between HOMO and LUMO: 10.14 eV

Each line ends with the Mulliken charge.
Element x y z (Å)
1 C 0.14831 1.76416 0.16421  -1.28
2 C -0.63377 0.47042 -0.05155  -0.30
3 C 0.24926 -0.68047 -0.57388  -0.44
4 C 0.14997 -1.88163 0.28058  0.68
5 N -0.41236 -2.32421 1.31163  -0.43
6 O 0.70531 -3.06785 0.25993  -0.46
7 H -0.49825 2.55020 0.56667  0.35
8 H 0.97008 1.61121 0.87358  0.35
9 H 0.57883 2.13201 -0.77433  0.32
10 H -1.45804 0.64303 -0.75110  0.29
11 H -1.09791 0.16792 0.89491  0.32
12 H -0.01153 -0.98473 -1.59412  0.30
13 H 1.31010 -0.40007 -0.60654  0.30

No. 6
C4H7NO | wB97M-V/def2-TZVPD

Computed properties:
SMILES string: C=CC#N.[H][H].C=O
Highest occupied orbital energy: -10.26 eV
Electronic energy: -7796.3024 eV
Gap between HOMO and LUMO: 10.69 eV

Each line ends with the Mulliken charge.
Element x y z (Å)
1 C -0.79968 -1.61125 -0.33490  -0.58
2 C -1.67854 -0.69092 -0.73198  -0.09
3 C -1.27430 0.66767 -0.97680  0.36
4 N -0.93295 1.75855 -1.16967  -0.44
5 H -1.11897 -2.63269 -0.15316  0.26
6 H 0.24852 -1.37063 -0.17736  0.21
7 H -2.72949 -0.91614 -0.88774  0.31
8 H 0.77004 -0.08033 2.17370  -0.25
9 H 0.27515 0.06576 2.71195  0.25
10 C 1.80819 1.21265 -0.11419  -0.18
11 O 2.00397 0.04563 0.13372  -0.43
12 H 2.16898 1.67544 -1.05078  0.30
13 H 1.25907 1.87625 0.57722  0.29

No. 7
C4H7NO | wB97M-V/def2-TZVPD

Computed properties:
Highest occupied orbital energy: -9.05 eV
Electronic energy: -7793.1730 eV
Gap between HOMO and LUMO: 8.15 eV

Each line ends with the Mulliken charge.
Element x y z (Å)
1 O -0.83428 -1.77131 -1.18122  -0.51
2 C -0.50947 -0.48221 -0.70632  0.56
3 C -0.68838 -0.25380 0.81532  -0.25
4 C 0.57943 0.35990 1.30910  -0.63
5 N 1.42119 0.16365 0.22208  0.10
6 C 0.95926 -0.22698 -0.98861  -0.71
7 H -0.00043 -2.24831 -1.30656  0.34
8 H -1.14194 0.25379 -1.23416  0.26
9 H -0.74369 -1.20383 1.36781  0.30
10 H -1.58340 0.31032 1.10203  0.27
11 H 0.10339 2.33556 0.49747  0.00
12 H 2.40275 0.38925 0.32788  0.22
13 H -0.05338 2.48814 -0.21478  0.04

No. 8
C4H7NO | wB97M-V/def2-TZVPD

Computed properties:
Highest occupied orbital energy (alpha / beta): -7.16 / -7.55 eV
Electronic energy: -7795.5472 eV
Gap between HOMO and LUMO (alpha / beta): 7.84 / 8.34 eV

Each line ends with the Mulliken charge.
Element x y z (Å)
1 C 2.02649 -0.21636 0.17509  -1.04
2 C 0.57955 -0.01455 -0.09828  0.41
3 N -0.25621 0.88744 0.56814  -0.42
4 C -1.50562 0.72299 -0.21978  -0.13
5 C -1.46808 -0.76680 -0.28003  -0.46
6 O -0.13866 -1.01483 -0.53188  -0.27
7 H 2.17216 -0.70736 1.14979  0.26
8 H 2.55563 0.73944 0.20315  0.31
9 H 2.47732 -0.85484 -0.58944  0.31
10 H -2.33589 1.17853 0.31840  0.29
11 H -1.39377 1.20973 -1.21409  0.19
12 H -2.12574 -1.41249 -0.84262  0.25
13 H -0.58718 0.24910 1.36156  0.30

No. 9
C4H7NO | wB97M-V/def2-TZVPD

Computed properties:
Highest occupied orbital energy: -9.85 eV
Electronic energy: -7794.2382 eV
Gap between HOMO and LUMO: 10.52 eV

Each line ends with the Mulliken charge.
Element x y z (Å)
1 C -1.63331 -0.89020 0.18672  -1.11
2 C -0.69156 0.18299 -0.01974  0.67
3 C -1.07023 1.38787 -0.20227  -1.35
4 C 0.79524 -0.15581 -0.11131  0.67
5 H -1.56188 -1.74221 -0.42102  0.31
6 H -1.36699 -1.64024 1.36508  0.22
7 H -2.64515 -0.52503 -0.07963  0.32
8 H -2.08623 1.96988 -0.17778  0.23
9 H -0.51808 2.07044 -0.25919  0.57
10 H 1.21984 1.60202 0.78957  0.27
11 H 2.37506 0.44416 0.00421  0.21
12 N 1.65546 0.79543 0.21306  -0.40
13 O 1.07429 -1.36202 -0.22914  -0.62

No. 10
C4H7NO | wB97M-V/def2-TZVPD

Computed properties:
Highest occupied orbital energy: -9.99 eV
Electronic energy: -7795.2172 eV
Gap between HOMO and LUMO: 10.83 eV

Each line ends with the Mulliken charge.
Element x y z (Å)
1 C 0.37468 -1.86621 1.17666  -0.90
2 C -0.06614 -0.48277 0.50042  0.08
3 C 0.54333 0.07210 -0.43903  -0.24
4 C 0.30192 1.45649 -1.04100  0.56
5 H -0.53838 -2.55526 1.11451  0.26
6 H 1.35893 -2.17416 0.64527  0.28
7 H 0.66606 -1.78995 2.49618  0.23
8 H -1.00203 0.13414 0.78357  0.18
9 H 1.63939 -0.20957 -0.90746  0.16
10 H -1.70502 1.14765 -0.53156  0.14
11 H -1.45260 2.44062 -1.15165  0.02
12 N -1.09373 1.77237 -0.87914  -0.29
13 O 0.97359 2.05456 -1.76676  -0.50

No. 11
C4H7NO | wB97M-V/def2-TZVPD

Computed properties:
Highest occupied orbital energy: -9.74 eV
Electronic energy: -7797.1242 eV
Gap between HOMO and LUMO: 10.71 eV

Each line ends with the Mulliken charge.
Element x y z (Å)
1 C 1.64792 -0.00344 -0.17177  -1.30
2 C 0.46809 0.08043 0.77487  0.32
3 C -0.56014 0.78169 -0.30713  -0.63
4 C -1.33033 -0.44539 -0.00339  0.45
5 N -2.37258 -0.93700 -0.48289  -0.64
6 O -0.48810 -0.96204 0.95511  -0.41
7 H 2.47672 -0.24341 0.45037  0.37
8 H 1.94371 0.93480 -0.67846  0.33
9 H 1.57179 -0.73819 -0.97482  0.35
10 H 0.58540 0.68085 1.69844  0.33
11 H -0.89783 1.68944 0.16781  0.28
12 H -0.43162 0.97862 -1.39867  0.28
13 H -2.61304 -1.81635 -0.02948  0.27

No. 12
C4H7NO | wB97M-V/def2-TZVPD

Computed properties:
Highest occupied orbital energy: -7.49 eV
Electronic energy: -7792.8159 eV
Gap between HOMO and LUMO: 7.89 eV

Each line ends with the Mulliken charge.
Element x y z (Å)
1 N -1.44712 -1.55496 -0.73470  -0.63
2 C -0.70696 -0.57381 -0.51186  0.36
3 C -0.99105 0.87986 -0.28419  -0.20
4 C 0.47984 1.18293 -0.10483  -0.19
5 C 1.08032 -0.53074 1.15324  -0.75
6 O 0.69143 -0.55712 -0.42818  -0.34
7 H -0.90482 -2.41588 -0.82017  0.28
8 H -1.42860 1.36733 -1.15933  0.28
9 H -1.60366 1.06146 0.59917  0.22
10 H 0.80489 1.68789 0.79282  0.28
11 H 1.02031 1.49441 -0.99831  0.25
12 H 0.83375 -1.55582 1.46513  0.21
13 H 2.17166 -0.48555 1.03121  0.23

Repeat the eleventh record exactly.
C4H7NO | wB97M-V/def2-TZVPD

Computed properties:
Highest occupied orbital energy: -9.74 eV
Electronic energy: -7797.1242 eV
Gap between HOMO and LUMO: 10.71 eV

Each line ends with the Mulliken charge.
Element x y z (Å)
1 C 1.64792 -0.00344 -0.17177  -1.30
2 C 0.46809 0.08043 0.77487  0.32
3 C -0.56014 0.78169 -0.30713  -0.63
4 C -1.33033 -0.44539 -0.00339  0.45
5 N -2.37258 -0.93700 -0.48289  -0.64
6 O -0.48810 -0.96204 0.95511  -0.41
7 H 2.47672 -0.24341 0.45037  0.37
8 H 1.94371 0.93480 -0.67846  0.33
9 H 1.57179 -0.73819 -0.97482  0.35
10 H 0.58540 0.68085 1.69844  0.33
11 H -0.89783 1.68944 0.16781  0.28
12 H -0.43162 0.97862 -1.39867  0.28
13 H -2.61304 -1.81635 -0.02948  0.27

Question: Number 9 is which compound?
Answer: C4H7NO

Question: Among the records above, which one has the lowest electronic energy?
Answer: number 3